Here is one molecule with the formula C15H13FN2O5 at a distorted geometry from the Open Molecules 2025 dataset. Energies are from ωB97M-V with the def2-TZVPD basis set.

ORCA input file:
```
! wB97M-V def2-TZVPD RIJCOSX def2/J DEFGRID3
* xyz 0 1
O 0.4678 4.4395 0.3960
C 0.1064 3.3346 0.7261
C -1.3291 3.0839 1.2340
O -2.0909 2.2431 0.3646
C -1.9933 0.9285 0.5078
O -1.2640 0.3775 1.2981
C -2.9189 0.1942 -0.4452
N -2.8414 -1.2277 -0.2656
C -2.0688 -1.9844 -1.0970
O -1.5674 -1.5463 -2.1134
C -1.9420 -3.3863 -0.6820
C -1.2918 -4.4256 -1.2976
C -1.4792 -5.5526 -0.4701
C -2.2251 -5.1209 0.5859
O -2.5106 -3.8179 0.4712
N 0.8577 2.2101 0.7305
C 2.1799 2.0435 0.3022
C 2.7057 0.7526 0.3443
C 4.0042 0.5116 -0.0578
C 4.7713 1.5739 -0.5024
F 6.0430 1.3450 -0.8936
C 4.2695 2.8611 -0.5547
C 2.9686 3.0975 -0.1508
H -1.2907 2.6399 2.2354
H -1.8573 4.0380 1.2569
H -2.5953 0.4073 -1.4708
H -3.9422 0.5575 -0.3144
H -3.0795 -1.6051 0.6389
H -0.7562 -4.3701 -2.2223
H -1.1115 -6.5440 -0.6356
H -2.6016 -5.6304 1.4513
H 0.4150 1.3583 1.0657
H 2.0894 -0.0643 0.6904
H 4.4231 -0.4816 -0.0317
H 4.8938 3.6660 -0.9080
H 2.5613 4.0937 -0.1863
*
```

Properties
E_HOMO (Ha): -0.31124